1.
The following is a quantum chemistry calculation of a cluster of 2 separate species, C5H10N2O in total, from the Open Molecules 2025 dataset.

Geometry as XYZ:
```
18
Properties=species:S:1:pos:R:3:forces:R:3
C 1.6010 0.6628 0.3619 -0.13 1.75 -0.08
C 0.4319 1.1069 -0.1365 0.50 -0.62 0.23
C 0.2092 1.2839 -1.6054 0.25 0.31 0.07
C -0.7722 1.3003 0.7300 0.09 0.16 0.05
H 1.7858 0.6798 1.4259 -0.17 -0.36 0.22
H 2.4924 0.6632 -0.2469 0.05 -0.38 -0.28
H 1.1206 1.1069 -2.1731 0.02 -0.03 -0.04
H -0.5662 0.6113 -1.9552 -0.17 -0.14 -0.05
H -0.1237 2.3045 -1.8053 -0.04 0.02 -0.04
H -0.5322 1.1727 1.7823 0.01 0.01 0.09
H -1.1797 2.3035 0.5842 -0.05 -0.02 0.01
H -1.5501 0.5849 0.4628 -0.06 -0.03 -0.08
N -0.0334 -1.7381 -0.3668 1.47 1.16 -0.26
N -0.6076 -2.7136 0.4233 0.49 -0.11 0.03
C -1.3703 -2.8278 1.3342 0.36 -0.14 -0.34
O -2.0539 -3.1751 2.2134 -0.57 0.06 0.65
H 0.4309 -2.2345 -1.1337 -0.20 0.26 0.43
H 0.7177 -1.0916 0.1050 -1.83 -1.89 -0.62
```
Positions in Å, forces in eV/Å.

The calculation puts the HOMO energy at -0.32439 Eh. The total energy comes out at -381.1889 Ha. The energy relative to the best compared isomer or geometry (same formula, charge and spin) comes out at 60.6 kcal per mole. Its SMILES is C=C(C)C.NN=C=O. The HOMO-LUMO gap comes out at 9.502 eV.

---

2.
The following is a quantum chemistry calculation of an isolated molecule of C5H10N2O, from the Open Molecules 2025 dataset.

Geometry as XYZ:
```
18
Properties=species:S:1:pos:R:3:forces:R:3
C -1.2946 -0.1834 -1.1267 0.03 -0.45 -0.63
C 1.9309 0.0212 -0.4165 0.29 -0.32 -0.17
C -0.8942 -1.6064 -1.0258 0.06 -0.13 0.05
N -1.2625 0.7372 -0.1416 -0.50 0.69 0.43
N 1.3018 -0.7345 0.6098 0.05 0.11 -0.48
C -0.5004 0.9249 0.9597 1.26 -0.07 0.14
C 0.7113 0.3355 1.2801 -1.12 0.48 0.83
O -0.9152 2.0589 1.6571 0.08 -0.19 -0.18
H -0.1841 2.6902 1.6869 -0.09 -0.17 0.02
H -1.8601 1.5427 -0.2934 0.07 -0.15 0.05
H 1.8590 -1.3706 1.1638 0.03 0.20 -0.03
H -1.9355 0.1154 -1.9438 0.02 -0.01 0.02
H 2.7011 0.7429 -0.1690 0.00 -0.02 0.00
H 1.5362 -0.0384 -1.4218 0.00 0.01 -0.02
H 1.1895 0.7386 2.1734 -0.05 -0.03 -0.04
H -1.0436 -1.9891 -0.0127 -0.03 -0.01 -0.03
H -1.5016 -2.1905 -1.7214 0.02 0.02 0.05
H 0.1622 -1.7950 -1.2580 -0.13 0.04 -0.01
```
Positions in Å, forces in eV/Å.

The calculation puts the HOMO energy (alpha / beta) at -0.25308 / -0.22528 Eh. The total energy comes out at -381.0952 Ha. The energy relative to the best compared isomer or geometry (same formula, charge and spin) comes out at 119.4 kcal per mole. The HOMO-LUMO gap (alpha / beta) comes out at 7.618 / 6.747 eV.

---

3.
The following is a quantum chemistry calculation of a cluster of 3 separate species, C5H10N2O in total, from the Open Molecules 2025 dataset.

Geometry as XYZ:
```
18
Properties=species:S:1:pos:R:3:forces:R:3
C -0.2109 -0.7083 -0.2018 0.41 0.45 0.48
C -2.1912 0.3247 1.5486 -0.17 0.03 -0.11
N -1.0016 0.9658 1.0317 -0.74 0.87 0.17
C 0.9708 -0.2590 0.2396 -0.60 -0.59 -0.65
C 1.6407 -1.1824 -2.4356 0.31 0.43 -0.19
C 1.9588 0.3415 0.8242 0.16 -0.11 -0.23
O -1.4468 1.8256 0.0026 0.05 -0.19 0.34
N 1.6507 -1.7430 -1.3222 0.83 -0.50 -0.38
H -0.7372 2.4768 -0.0714 -0.02 -0.14 0.00
H -0.6652 -0.2807 -1.0880 0.02 -0.01 0.11
H -0.5970 -1.6525 0.1655 -0.01 0.12 0.06
H -2.8109 -0.1365 0.7682 0.06 0.03 0.07
H -1.8685 -0.4338 2.2624 -0.03 0.01 -0.04
H -2.8116 1.0654 2.0700 0.09 -0.06 -0.03
H 1.1035 -0.2417 -2.6667 0.04 -0.23 0.13
H 2.2734 -1.5660 -3.2603 -0.34 -0.08 0.20
H 2.9814 0.1047 0.5609 0.02 0.03 -0.01
H 1.7615 1.0995 1.5723 -0.08 -0.08 0.08
```
Positions in Å, forces in eV/Å.

The calculation puts the HOMO energy (alpha / beta) at -0.28160 / -0.27603 Eh. The total energy comes out at -380.9685 Ha. The energy relative to the best compared isomer or geometry (same formula, charge and spin) comes out at 198.9 kcal per mole. The HOMO-LUMO gap (alpha / beta) comes out at 8.372 / 8.026 eV.

---

4.
The following is a quantum chemistry calculation of a structure of composition C5H10N2O, from the Open Molecules 2025 dataset.

Geometry as XYZ:
```
18
Properties=species:S:1:pos:R:3:forces:R:3
C 0.1835 0.4766 -0.1222 1.30 5.04 -0.25
C 1.6729 0.2344 -0.4900 0.23 -0.84 -4.27
C 0.0849 -0.9067 -0.0285 -1.12 -3.81 -0.47
C -1.2297 -1.1287 0.5976 -2.40 -1.60 -0.01
C -1.1186 0.7313 -0.9554 0.97 -0.87 0.29
H -0.6583 1.1929 1.5043 -1.07 0.37 0.93
H 0.6633 1.9548 1.1259 1.54 3.56 -0.22
H 1.9635 0.2087 -1.6674 -0.94 0.14 2.56
H 2.4031 0.8887 -0.0406 0.15 -0.16 0.56
H 1.9754 -1.2448 0.9495 -1.67 -0.11 -2.14
H -0.0834 -1.0947 -1.0480 -0.68 -1.41 -1.48
H -1.9114 -2.0067 0.3545 1.69 0.26 0.58
H -1.2591 -0.9462 1.6706 -0.01 0.13 0.15
H -0.9268 0.0900 -1.9308 -0.84 2.45 1.15
H -1.5322 1.7965 -0.9590 0.43 -1.71 -0.44
N 0.2784 1.0982 1.2035 -1.45 -3.36 -0.49
N 1.4762 -1.2134 -0.0308 4.35 0.33 3.78
O -1.9818 -0.1311 -0.1333 -0.48 1.59 -0.22
```
Positions in Å, forces in eV/Å.

The calculation puts the HOMO energy at -0.33052 Eh. The total energy comes out at -381.0978 Ha. The energy relative to the best compared isomer or geometry (same formula, charge and spin) comes out at 117.7 kcal per mole. The HOMO-LUMO gap comes out at 9.961 eV.

---

5.
The following is a quantum chemistry calculation of a cluster of 2 separate species, C5H10N2O in total, from the Open Molecules 2025 dataset.

Geometry as XYZ:
```
18
Properties=species:S:1:pos:R:3:forces:R:3
H -0.6741 2.1723 -0.5900 0.99 0.48 -0.84
N 0.1330 1.9500 -0.0108 -2.22 -0.57 1.20
C 0.6383 0.7694 -0.0978 2.88 1.53 1.75
C 1.5676 0.3565 -1.2016 -0.65 -1.33 -0.76
C 1.2887 0.4281 1.4011 0.15 0.79 -1.90
O 2.3386 -0.1246 1.5777 -0.42 -0.05 0.07
H 1.2966 0.8043 -2.1646 -0.03 0.02 0.29
H 2.5968 0.6211 -0.9553 -0.19 0.17 0.16
H 1.5384 -0.7308 -1.3136 0.20 -0.03 -0.12
H 0.7304 0.9815 2.1857 -0.13 -0.22 0.01
C -0.4881 -1.5615 0.8415 -1.31 0.44 -1.28
N -0.7671 -0.6294 0.0062 0.70 -2.07 0.36
C -2.1073 -0.3193 -0.4084 -0.20 0.47 0.73
H -1.2605 -2.0436 1.4430 -0.12 -0.11 -0.12
H 0.4999 -1.9980 0.8590 0.39 0.51 0.43
H -2.8533 -0.7924 0.2404 -0.02 0.12 -0.08
H -2.2165 0.7676 -0.3743 -0.20 -0.09 -0.03
H -2.2615 -0.6513 -1.4382 0.18 -0.03 0.12
```
Positions in Å, forces in eV/Å.

The calculation puts the HOMO energy at -0.28899 Eh. The total energy comes out at -381.1285 Ha. The energy relative to the best compared isomer or geometry (same formula, charge and spin) comes out at 98.5 kcal per mole. Its SMILES is [H]/N=C(\C)C=O.C=NC. The HOMO-LUMO gap comes out at 7.986 eV.

---

6.
The following is a quantum chemistry calculation of a cluster of 2 separate species, C5H10N2O in total, from the Open Molecules 2025 dataset.

Geometry as XYZ:
```
18
Properties=species:S:1:pos:R:3:forces:R:3
H 0.9094 1.8149 2.5599 -0.30 -0.02 0.22
N 0.3850 1.4355 1.7798 0.23 0.03 -0.36
C -0.7569 0.9833 2.0604 0.46 0.69 1.18
N -1.4959 0.3228 1.1331 -0.68 -1.00 -1.04
C -1.8652 0.4994 -0.0064 0.01 0.05 1.05
C -2.3747 0.5548 -1.1931 -0.21 0.11 -0.75
H -1.2392 0.9599 3.0487 0.25 0.15 -0.17
H -3.4162 0.7658 -1.3522 -0.20 0.11 0.14
H -1.7569 0.4160 -2.0586 0.27 -0.08 -0.17
C 0.8221 -1.5546 -0.2942 0.15 0.43 -0.13
C 1.2266 -0.2662 -1.0017 -0.31 -0.31 -0.18
O 2.5459 0.1241 -0.7078 0.50 0.08 0.13
H 1.4632 -2.3760 -0.6072 0.05 -0.16 -0.05
H 0.9163 -1.4266 0.7798 -0.01 -0.01 0.16
H -0.2075 -1.8070 -0.5296 -0.15 -0.12 -0.03
H 1.1021 -0.3866 -2.0907 -0.07 0.07 0.14
H 0.6099 0.5636 -0.6597 0.01 -0.03 -0.10
H 3.1321 -0.6233 -0.8604 -0.01 0.00 -0.03
```
Positions in Å, forces in eV/Å.

The calculation puts the HOMO energy at -0.33246 Eh. The total energy comes out at -381.1803 Ha. The energy relative to the best compared isomer or geometry (same formula, charge and spin) comes out at 65.9 kcal per mole. Its SMILES is [H]/N=C/N=C=C.CCO. The HOMO-LUMO gap comes out at 9.968 eV.

---

energy relative to the best compared isomer or geometry (same formula, charge and spin) of number 6 (C5H10N2O)? 65.9 kcal per mole

---

What is the formula in the second record? C5H10N2O